The following is a DFT calculation (wB97M-V/def2-TZVPD) of a molecular structure, C3H14BrN2O5Pt in a non-equilibrium geometry.

Results
Net charge: +1
Largest force on an atom: 0.042 Eh/bohr
Gap between HOMO and LUMO (spin up / spin down): 7.496 / 6.432 eV
⟨S²⟩: 2.01
E: -3301.45172 Eh
Relative energy (zero: lowest compared OMol25 entry of this formula, charge and spin): 1.7 kcal per mole
Spin multiplicity: 3

Element x y z (Å)
1 Pt -2.0299 -0.3185 2.2093
2 Br -0.0911 -1.9373 1.7084
3 C -0.3208 1.9584 0.7563
4 O -1.3980 1.4377 1.1877
5 N -0.2275 3.3072 0.7677
6 N 0.7355 1.2416 0.3366
7 H 0.6018 3.7903 0.4769
8 H -1.0335 3.8154 1.0840
9 H 1.4794 1.6698 -0.1838
10 H 0.6716 0.2356 0.3722
11 C -0.3983 -1.2906 -2.8740
12 C -0.1307 -0.0965 -3.7586
13 O -1.3032 0.6791 -3.9436
14 O -0.4205 -0.8589 -1.5026
15 H 0.3578 -2.0667 -3.0266
16 H -1.3759 -1.7297 -3.0827
17 H 0.2763 -0.4595 -4.7077
18 H 0.6294 0.5442 -3.3072
19 H -1.5945 0.6739 -4.8574
20 H -0.2053 -1.6125 -0.9459
21 O -0.7489 0.2850 3.8819
22 H -0.6655 1.2027 4.1742
23 H 0.1333 -0.1156 3.9280
24 O 2.6510 -3.2549 3.6101
25 H 2.6924 -4.0624 4.1326
26 H 1.7151 -3.0378 3.5642

The following is a DFT calculation (wB97M-V/def2-TZVPD) of 3 unconnected molecules or ions with the total composition C3H14N2O in a non-equilibrium geometry.

Results
Net charge: +2
Largest force on an atom: 0.103 Eh/bohr
Gap between HOMO and LUMO: 7.704 eV
E: -306.69492 Eh
Relative energy (zero: lowest compared OMol25 entry of this formula, charge and spin): 93.7 kcal per mole

Element x y z (Å)
1 C -1.1651 -0.0902 0.5069
2 C -1.2150 0.4202 -1.0127
3 C 0.2289 0.4540 -1.3190
4 N 0.4582 1.7179 -3.0016
5 N -0.1839 -1.1525 0.4372
6 H -0.8338 0.6758 1.2644
7 H -2.1711 -0.3411 0.7846
8 H -2.0105 -0.2634 -1.3759
9 H -1.5125 1.5053 -0.8515
10 H 0.9147 -0.2551 -1.8292
11 H 0.7959 1.1836 -0.6514
12 H 1.2276 1.5076 -3.6615
13 H 0.5490 2.6479 -2.7716
14 H -0.4995 1.7224 -3.4904
15 H -0.4485 -1.9365 0.9448
16 H -0.0236 -1.5206 -0.5745
17 H 0.8145 -0.9707 0.5980
18 H 1.9204 -2.0888 4.1803
19 H 0.6361 -1.1723 4.5151
20 O 1.4535 -1.1694 3.9772

The following is a DFT calculation (wB97M-V/def2-TZVPD) of 3 unconnected molecules or ions with the total composition C3H14N2O2.

Results
Net charge: -1
Largest force on an atom: 0.013 Eh/bohr
Gap between HOMO and LUMO (spin up / spin down): 2.442 / 9.417 eV
⟨S²⟩: 0.75
E: -382.64225 Eh
Relative energy (zero: lowest compared OMol25 entry of this formula, charge and spin): 3.3 kcal per mole
Spin multiplicity: 2

Element x y z (Å)
1 C -1.2788 0.8910 -1.6999
2 C -0.7315 0.5609 -0.3183
3 N 0.4001 -0.3753 -0.3691
4 C 0.8507 -0.7323 0.9817
5 N 2.2307 -1.1795 1.0393
6 H -2.1687 1.5025 -1.5862
7 H -1.6326 -0.0196 -2.1986
8 H -0.5732 1.4323 -2.3298
9 H -0.4488 1.4772 0.1932
10 H -1.5389 0.1069 0.2615
11 H 1.1809 0.0577 -0.8483
12 H 0.2238 -1.5389 1.3777
13 H 0.7518 0.1156 1.6745
14 H 2.3415 -2.1212 0.6849
15 H 2.8441 -0.6003 0.4708
16 H -1.1465 3.6489 1.8144
17 H -0.9988 2.6609 2.9450
18 O -1.1730 2.6839 1.9812
19 H 0.3268 -3.6272 -1.1745
20 H 0.2570 -2.0841 -1.1455
21 O 0.2834 -2.8595 -1.7540

The following is a DFT calculation (wB97M-V/def2-TZVPD) of 3 unconnected molecules or ions with the total composition C3H14N2O2 in a non-equilibrium geometry.

Results
SMILES string: C[C@H](N)CN.O.O
Net charge: 0
Largest force on an atom: 0.113 Eh/bohr
Gap between HOMO and LUMO: 9.715 eV
E: -382.62344 Eh
Relative energy (zero: lowest compared OMol25 entry of this formula, charge and spin): 47.9 kcal per mole

Element x y z (Å)
1 C -0.5792 1.1500 0.7165
2 C -0.7392 -0.4517 0.4482
3 N 0.3340 -1.1209 1.2757
4 C -0.5525 -0.8868 -1.0357
5 N -0.8590 -2.2393 -1.3003
6 H -0.3554 1.5184 -0.2735
7 H -1.5003 1.5691 0.9703
8 H 0.0525 1.5509 1.4740
9 H -1.7222 -0.8410 0.8927
10 H 1.1616 -1.1764 0.8262
11 H 0.4288 -0.6035 2.0857
12 H 0.4330 -0.6802 -1.3932
13 H -1.1486 -0.2368 -1.6914
14 H -1.7741 -2.3529 -1.1290
15 H -0.1489 -2.8021 -0.7116
16 O 4.7374 3.5952 3.7876
17 H 4.0662 4.0765 4.2542
18 H 4.4617 2.7356 3.4378
19 O -2.2732 -1.2445 -4.3757
20 H -2.7290 -0.4391 -4.0468
21 H -1.2936 -1.1204 -4.2118

The following is a DFT calculation (wB97M-V/def2-TZVPD) of 3 unconnected molecules or ions with the total composition C3H14N2O2 in a non-equilibrium geometry.

Results
SMILES string: NCCCN.O.O
Net charge: 0
Largest force on an atom: 0.030 Eh/bohr
Gap between HOMO and LUMO: 9.741 eV
E: -382.67724 Eh
Relative energy (zero: lowest compared OMol25 entry of this formula, charge and spin): 14.1 kcal per mole

Element x y z (Å)
1 N -1.1997 1.2058 1.5366
2 C 0.1281 0.5535 1.5493
3 C -0.1218 -0.9106 1.1748
4 C 1.1116 -1.7754 0.8350
5 N 1.6514 -1.4111 -0.4623
6 H -1.8592 0.6501 2.0544
7 H -1.2169 2.0409 2.1154
8 H 0.7267 1.0822 0.8089
9 H 0.6075 0.6146 2.5270
10 H -0.7758 -0.9605 0.3086
11 H -0.5104 -1.4139 2.0654
12 H 1.8622 -1.7447 1.6388
13 H 0.7247 -2.7908 0.7507
14 H 2.2428 -2.0718 -0.9336
15 H 2.0481 -0.4935 -0.4514
16 O -2.0044 1.0697 -1.2342
17 H -1.8400 0.9688 -0.2646
18 H -2.9221 1.2984 -1.2624
19 O 0.7737 0.7802 -2.8399
20 H 0.5930 1.5158 -3.4419
21 H 0.1421 0.8598 -2.1195

The following is a DFT calculation (wB97M-V/def2-TZVPD) of 3 unconnected molecules or ions with the total composition C3H14N2O2 in a non-equilibrium geometry.

Results
Net charge: +1
Largest force on an atom: 0.036 Eh/bohr
Gap between HOMO and LUMO (spin up / spin down): 10.403 / 5.369 eV
⟨S²⟩: 0.75
E: -382.33233 Eh
Relative energy (zero: lowest compared OMol25 entry of this formula, charge and spin): 25.4 kcal per mole
Spin multiplicity: 2

Element x y z (Å)
1 N 0.3687 1.6169 -0.1725
2 C 0.7532 0.6271 0.8559
3 C -0.1778 -0.5924 1.0186
4 N -0.4894 -1.2378 -0.2504
5 C -1.2227 -2.4705 -0.1924
6 H 0.4604 1.2034 -1.0939
7 H -0.6198 1.7940 -0.0389
8 H 0.7166 1.1392 1.8154
9 H 1.7286 0.2794 0.5382
10 H -1.1443 -0.3260 1.4628
11 H 0.3428 -1.3628 1.5924
12 H -0.5601 -0.7469 -1.1435
13 H -2.1297 -2.3753 0.4080
14 H -0.6224 -3.2408 0.3053
15 H -1.3474 -2.8901 -1.1884
16 H 2.5601 -2.0068 -1.1960
17 H 1.1224 -1.4266 -1.1134
18 O 1.7454 -1.8749 -1.6968
19 H -0.5691 3.9746 0.4281
20 H -0.1753 5.0175 -0.5578
21 O -0.7403 4.8987 0.2193

The following is a DFT calculation (wB97M-V/def2-TZVPD) of 3 unconnected molecules or ions with the total composition C3H14N2O3 in a non-equilibrium geometry.

Results
SMILES string: NC[C@H](N)CO.O.O
Net charge: 0
Largest force on an atom: 0.027 Eh/bohr
Gap between HOMO and LUMO: 9.514 eV
E: -457.90129 Eh
Relative energy (zero: lowest compared OMol25 entry of this formula, charge and spin): 23.7 kcal per mole

Element x y z (Å)
1 N 0.6668 0.2519 -2.0786
2 C 1.1762 1.1151 -1.0461
3 C 0.2383 1.2874 0.1719
4 N 0.7056 0.4386 1.2494
5 C -1.2401 1.1617 -0.2308
6 O -2.0907 1.2428 0.9234
7 H 0.6671 0.5979 -3.0173
8 H 0.7928 -0.7356 -1.9790
9 H 2.0964 0.7148 -0.6008
10 H 1.4569 2.0815 -1.4409
11 H 0.2858 2.3094 0.5523
12 H 1.1563 -0.4388 1.0256
13 H 0.0041 0.2679 1.9667
14 H -1.5823 0.2617 -0.7152
15 H -1.3862 1.9661 -0.9563
16 H -2.1991 2.1533 1.2263
17 O -0.9902 -2.3263 0.0478
18 H -0.9938 -1.3576 0.0271
19 H -1.9003 -2.5569 -0.1683
20 O 1.2853 -2.5934 1.6133
21 H 1.4813 -3.4231 2.0595
22 H 0.3698 -2.4187 1.3700

The following is a DFT calculation (wB97M-V/def2-TZVPD) of 3 unconnected molecules or ions with the total composition C3H14NO2 in a non-equilibrium geometry.

Results
Net charge: +1
Largest force on an atom: 0.030 Eh/bohr
Gap between HOMO and LUMO: 12.571 eV
E: -327.69109 Eh
Relative energy (zero: lowest compared OMol25 entry of this formula, charge and spin): 19.8 kcal per mole

Element x y z (Å)
1 C -1.1145 -1.4728 0.1676
2 C 0.3424 -0.9865 0.3264
3 N 0.2385 0.5236 0.3304
4 C 1.5382 1.1536 -0.0957
5 H -1.7707 -0.9637 0.8998
6 H -1.3467 -2.5137 0.3800
7 H -1.4632 -1.2512 -0.8383
8 H 0.8484 -1.3118 -0.5770
9 H 1.0104 -1.3184 1.1212
10 H -0.4212 0.7839 -0.4033
11 H -0.1389 0.9449 1.1842
12 H 1.5397 2.2136 0.0864
13 H 2.3486 0.6574 0.4720
14 H 1.6566 0.9372 -1.1556
15 H -1.9105 1.6271 3.0313
16 H -3.1096 1.6223 2.0784
17 O -2.1508 1.5906 2.0970
18 H 1.8719 -1.7352 -2.7171
19 H 1.6604 -0.4609 -3.4257
20 O 1.2634 -0.9775 -2.7124